Density functional theory data (ωB97M-V/def2-TZVPD) for a molecular structure, C8H24FNa2O4S4 at a distorted geometry.

Each line ends with the Löwdin charge.
Atoms and positions in Å:
Na  -0.963505  -2.720917  1.337268  0.5493
Na  -1.534646  -2.892041  -1.402455  0.7726
F  -0.458827  -0.904525  -0.358993  -0.5698
C  -3.327664  -0.365978  1.857565  -0.2703
S  -2.741093  -0.183916  3.580169  0.9116
O  -1.734036  -1.316351  3.803038  -0.5873
C  -1.603746  1.262301  3.303289  -0.2133
H  -3.721588  0.565136  1.450185  0.0560
H  -4.080261  -1.111899  1.601999  0.0534
H  -2.604859  -0.575509  1.069048  0.0145
H  -2.273661  1.952963  2.791130  0.0324
H  -0.777014  0.842372  2.730349  0.0548
H  -1.191848  1.715293  4.205083  0.0623
C  -1.106223  2.743628  -2.839751  -0.2518
S  -1.908113  3.578650  -1.400376  0.8304
O  -3.394807  3.410545  -1.449056  -0.5566
C  -1.262809  2.518896  -0.021615  -0.2491
H  -1.273807  3.438369  -3.662771  0.0497
H  -1.669968  1.825762  -3.006560  0.0478
H  -0.048628  2.621913  -2.605698  0.0376
H  -1.206158  1.481434  -0.351122  0.0145
H  -2.102752  2.506302  0.672958  0.0183
H  -0.266988  2.819496  0.304081  0.0594
C  2.653467  -2.732711  0.861423  -0.2471
S  2.581688  -3.375979  2.582671  0.9403
O  1.073338  -3.234974  2.898189  -0.6099
C  3.248398  -1.768598  3.274427  -0.2373
H  1.730268  -2.196492  0.641724  0.0272
H  2.697699  -3.556796  0.149354  0.0484
H  3.553060  -2.117564  0.881932  0.0487
H  2.625528  -0.877388  3.197787  0.0671
H  4.293937  -1.530644  3.078634  0.0593
H  3.256942  -1.938311  4.351098  0.0447
C  2.063471  0.372833  -2.260635  -0.2769
S  2.100353  -0.741304  -3.695075  0.8570
O  2.965912  -0.039159  -4.773828  -0.5633
C  0.348048  -0.379047  -4.209652  -0.2453
H  2.415326  1.358599  -2.564865  0.0618
H  2.561165  0.077446  -1.336965  0.0421
H  1.070180  0.514440  -1.834710  0.0081
H  0.179021  0.687986  -4.354431  0.0463
H  -0.281344  -0.756939  -3.403951  0.0128
H  0.116544  -0.977319  -5.090892  0.0496

Cartesian forces, eV/Å:
0.930 1.100 1.606
0.403 1.098 -0.569
-0.923 -2.105 0.028
-0.121 0.531 -1.422
2.003 -0.857 -0.145
-1.195 0.376 -0.610
-1.125 -0.652 -0.258
-0.325 0.307 0.518
-0.415 -0.131 1.247
1.267 0.059 0.509
0.620 0.363 -0.181
-0.225 0.228 -0.375
-0.500 -0.379 0.245
-1.039 0.464 0.804
0.411 0.527 0.393
0.766 -0.604 -0.133
-0.792 -0.746 -1.343
0.194 -0.148 -0.050
0.318 -0.163 -0.034
-0.104 -0.118 -0.143
0.179 -0.166 -0.247
0.488 0.620 0.390
-0.383 0.340 0.308
0.369 -0.888 0.302
-1.983 3.082 -0.307
1.048 -0.827 -0.553
0.289 -0.725 1.595
0.184 0.486 0.403
0.412 -0.031 0.053
-0.210 0.009 -0.748
-0.375 -0.398 -0.883
-0.045 -0.329 -0.650
-0.102 -0.283 0.165
-0.558 0.725 0.926
0.545 2.050 -2.083
-1.464 -1.459 2.181
0.506 -0.746 0.445
0.226 -0.171 -0.266
0.809 -0.513 -0.553
-0.483 -0.229 -0.556
0.225 -0.144 -0.089
-0.100 0.175 0.246
0.275 0.273 -0.165

## Properties
orbital gap: 5.32 eV
HOMO: -10.88 eV
relative energy (zero: lowest compared OMol25 entry of this formula, charge and spin): 0.00 kcal per mole
E_LUMO: -5.6 eV
total charge: +1